Molecular formula: C5H9P
Method: DFT, ωB97M-V/def2-TZVPD

The gap between HOMO and LUMO is 10.09 eV. The energy above the lowest of the compared OMol25 structures with the same formula, charge and spin comes out at 11.13 kcal/mol. Its spin multiplicity is 1. The calculation puts the largest force on an atom at 3.31 eV/A. As for the SMILES: C[C@H]1C=CCP1.

Last columns: bonded neighbours and bond lengths (Å).
Positions of all 15 atoms, in Å:
1 C -0.83089 0.53215 1.81788  C2 1.574, H7 1.120, H8 1.086, H9 1.137
2 C -0.80341 -0.15158 0.40037  C1 1.574, C3 1.565, P6 2.109, H10 1.059
3 C -0.42406 0.74195 -0.82663  C2 1.565, C4 1.318, H11 1.060
4 C 0.53481 0.27451 -1.60082  C3 1.318, C5 1.469, H12 1.138
5 C 1.28159 -0.94588 -1.26621  C4 1.469, P6 1.977, H13 1.133, H14 1.103
6 P 0.66129 -1.66697 0.46637  C2 2.109, C5 1.977, H15 1.409
7 H 0.02739 1.21197 2.05284  C1 1.120
8 H -0.91881 -0.26307 2.55202  C1 1.086
9 H -1.84389 1.04848 1.84290  C1 1.137
10 H -1.73241 -0.60730 0.17589  C2 1.059
11 H -0.90589 1.67094 -0.99498  C3 1.060
12 H 0.88113 0.68311 -2.60525  C4 1.138
13 H 1.22382 -1.66298 -2.14159  C5 1.133
14 H 2.27818 -0.54491 -1.01554  C5 1.103
15 H -0.03734 -2.76394 -0.07605  P6 1.409